1.
# C6H24CrO6

C6H24CrO6 as an isolated structure at a distorted geometry (ωB97M-V with the def2-TZVPD basis set, the OMol25 dataset).

Element x y z (Å)
Cr -7.001 4.065 9.139
C -9.891 4.144 8.070
O -9.174 4.322 9.262
H -9.391 3.628 7.311
H -10.326 5.105 7.723
H -10.768 3.592 8.372
H -9.785 4.528 10.038
C -6.462 3.616 12.161
O -7.262 3.347 11.043
H -6.009 4.578 12.063
H -5.767 2.761 12.292
H -7.022 3.613 13.158
H -7.951 2.711 11.393
C -8.240 1.164 8.533
O -7.417 2.267 8.132
H -8.045 0.761 9.573
H -8.018 0.362 7.832
H -9.289 1.398 8.442
H -6.711 1.805 7.659
C -7.220 6.796 9.975
O -6.296 5.791 9.915
H -7.599 6.957 10.994
H -7.987 6.617 9.322
H -6.753 7.713 9.682
H -5.420 6.238 10.190
C -6.476 4.585 6.231
O -7.145 5.065 7.328
H -5.790 5.328 5.783
H -7.122 4.119 5.480
H -5.825 3.811 6.588
H -7.728 5.783 6.981
C -4.634 2.096 9.841
O -4.951 3.288 9.216
H -3.843 1.684 9.204
H -5.504 1.441 9.825
H -4.253 2.217 10.849
H -4.112 3.715 8.954

Values from the calculation:
* total charge: +2
* <S²>: 6.004
* gap between HOMO and LUMO (alpha / beta): 9.083 / 12.072 eV
* E_tot: -47300.913 eV
* LUMO (alpha / beta): -5.84 / -5.84 eV
* HOMO (alpha / beta): -14.925 / -17.909 eV
* relative energy (zero: lowest compared OMol25 entry of this formula, charge and spin): 0.1552 eV
* 2S+1: 5


2.
# C6H24F3NO14P2S3

A 7-piece molecular cluster, C6H24F3NO14P2S3 overall at a distorted geometry (ωB97M-V with the def2-TZVPD basis set, the OMol25 dataset).

Element x y z (Å)
N 0.691 3.412 2.997
C -0.167 2.657 2.006
C 0.671 1.368 1.557
C 0.371 0.887 0.035
P -1.489 0.471 -0.115
S -2.112 0.283 -1.948
S 0.848 2.271 -1.142
O -0.358 3.118 -1.466
O 1.868 3.187 -0.515
C 1.551 1.658 -2.755
F 2.807 1.063 -2.660
F 1.722 2.791 -3.577
F 0.728 0.789 -3.465
C 1.345 -0.347 -0.288
C 1.400 -1.487 0.836
P 1.405 -3.229 0.117
O 2.780 -3.864 0.304
O 0.983 -3.298 -1.514
O 0.263 -4.156 0.962
O 0.344 -1.426 1.827
S 0.436 -0.048 2.764
O -0.854 0.058 3.526
O 1.631 -0.075 3.654
H 1.480 3.821 2.461
H 1.131 2.689 3.595
H -0.456 3.320 1.123
H -1.126 2.409 2.554
H 1.774 1.669 1.584
H -2.291 1.470 0.548
H -1.767 -0.778 0.561
H 2.405 0.090 -0.355
H 1.046 -0.744 -1.325
H 2.389 -1.355 1.405
H 1.494 -4.011 -1.949
H -0.591 -3.641 1.029
O 4.572 -4.531 2.860
H 5.082 -5.342 2.752
H 4.127 -4.419 2.010
O -2.563 3.952 0.955
H -2.030 4.644 1.365
H -2.892 4.361 0.144
O -0.455 2.433 -5.883
H -0.392 3.332 -5.543
H -0.019 1.896 -5.210
O -2.181 -3.319 2.618
H -2.106 -2.417 2.959
H -1.748 -3.860 3.291
O -2.337 0.767 -7.657
H -1.674 1.263 -7.159
H -3.164 1.220 -7.461
O -5.122 -3.975 2.390
H -5.295 -3.055 2.620
H -4.159 -4.052 2.442

Values from the calculation:
* gap between HOMO and LUMO: 8.214 eV
* E_tot: -96000.124 eV
* LUMO: -1.31 eV
* HOMO: -9.524 eV
* relative energy (zero: lowest compared OMol25 entry of this formula, charge and spin): 0.0000 eV


3.
# C6H24HfO11S

C6H24HfO11S as an isolated structure at a distorted geometry (ωB97M-V with the def2-TZVPD basis set, the OMol25 dataset).

Element x y z (Å)
Hf -14.148 2.745 18.749
S -15.118 0.978 16.517
O -15.644 1.231 17.892
O -14.847 -0.407 16.179
O -15.890 1.669 15.509
O -13.844 1.676 16.817
C -14.405 6.910 21.037
C -15.149 5.674 20.516
C -16.462 6.094 19.867
O -14.352 4.835 19.744
H -13.514 6.614 21.587
H -15.035 7.511 21.703
H -14.229 7.664 20.265
H -15.447 5.023 21.356
H -17.103 5.227 19.674
H -16.368 6.504 18.854
H -16.970 6.804 20.519
C -10.077 3.982 17.293
C -10.530 2.745 18.065
C -9.600 2.526 19.250
O -11.859 2.797 18.490
H -10.092 4.863 17.937
H -10.661 4.167 16.392
H -9.042 3.800 16.992
H -10.503 1.876 17.392
H -9.536 3.427 19.858
H -8.631 2.191 18.868
H -9.966 1.674 19.829
O -13.702 0.459 19.390
H -12.846 0.019 19.487
H -14.363 -0.185 19.675
O -15.866 2.163 20.311
H -15.909 1.600 21.091
H -16.781 2.257 20.012
O -13.800 4.368 16.945
H -14.213 4.182 16.088
H -13.577 5.306 16.938
O -13.264 2.614 21.013
H -12.984 3.236 21.695
H -12.984 1.742 21.318
O -16.141 3.654 17.722
H -16.443 4.543 17.500
H -16.915 3.078 17.628

Values from the calculation:
* gap between HOMO and LUMO: 7.492 eV
* E_tot: -41279.225 eV
* LUMO: -0.81 eV
* HOMO: -8.299 eV
* relative energy (zero: lowest compared OMol25 entry of this formula, charge and spin): 0.0000 eV


4.
# C6H24KO6

C6H24KO6 as an isolated structure (ωB97M-V with the def2-TZVPD basis set, the OMol25 dataset).

Element x y z (Å)
K 0.049 0.045 0.247
C 1.991 -3.264 0.932
O 1.574 -1.977 1.411
H 2.862 -3.171 0.282
H 2.134 -3.929 1.782
H 1.194 -3.677 0.317
H 2.204 -1.713 2.088
C -2.466 -0.971 2.667
O -2.507 -0.235 1.443
H -3.264 -1.710 2.720
H -1.510 -1.494 2.714
H -2.504 -0.298 3.524
H -3.121 0.495 1.556
C 2.475 2.105 -1.246
O 2.377 0.670 -1.257
H 2.056 2.537 -2.159
H 1.933 2.458 -0.373
H 3.523 2.410 -1.198
H 3.074 0.332 -1.825
C -0.098 3.623 1.631
O 0.009 2.229 1.889
H -0.510 3.717 0.625
H -0.711 4.178 2.337
H 0.892 4.090 1.569
H 0.168 2.059 2.823
C 0.417 -2.465 -2.147
O -0.618 -2.297 -1.175
H 1.344 -1.990 -1.815
H 0.643 -3.527 -2.259
H 0.131 -2.053 -3.114
H -0.944 -3.161 -0.921
C -2.328 0.869 -2.269
O -1.147 1.584 -1.907
H -3.009 0.763 -1.417
H -2.896 1.369 -3.060
H -2.039 -0.108 -2.646
H -1.379 2.508 -1.773

Values from the calculation:
* total charge: +1
* gap between HOMO and LUMO: 11.064 eV
* E_tot: -35215.488 eV
* LUMO: -2.48 eV
* HOMO: -13.544 eV
* relative energy (zero: lowest compared OMol25 entry of this formula, charge and spin): 2.2713 eV


- The highest relative energy (zero: lowest compared OMol25 entry of this formula, charge and spin) belongs to which entry?
  C6H24KO6


- Number 1 is which compound?
  C6H24CrO6


- Among the records above, which one has the highest relative energy (zero: lowest compared OMol25 entry of this formula, charge and spin)?
  C6H24KO6


- Which value of E_tot does entry 1 give?
  -47300.913 eV